ORCA calculation (wB97M-V/def2-TZVPD) on a 11-piece molecular cluster, C38H84N13O22S overall at a distorted geometry.

Geometry as XYZ:
```
158
Properties=species:S:1:pos:R:3:forces:R:3
C -0.6832 -2.6191 -3.3358 0.03 0.04 -0.14
C 0.2983 -3.2042 -2.9846 0.17 0.02 0.32
C 1.5364 -3.8556 -2.5528 -0.16 0.08 -0.25
S 2.3651 -4.5502 -4.0471 0.08 -0.19 0.16
N 2.4073 -2.8394 -1.8993 -0.42 -0.21 0.30
C 2.1107 -2.9923 -0.5283 0.12 0.02 0.22
N 2.2318 -2.0106 0.3079 0.56 -0.08 0.01
C 2.6616 -0.6644 -0.1315 0.12 0.41 0.01
C 3.5968 0.0631 0.8495 -0.15 -0.06 0.02
C 2.8781 1.2197 1.5436 -0.12 -0.30 0.15
C 3.7242 2.1065 2.4646 0.14 0.19 -0.13
C 5.2166 2.2450 2.1515 0.09 0.42 0.04
C 5.5214 3.2126 0.9866 0.10 -0.03 0.04
C 6.3150 2.5948 -0.1605 -0.01 0.23 0.03
O 6.1364 3.3237 -1.3690 0.01 0.20 0.09
C 7.3110 4.0048 -1.7479 0.18 0.00 -0.31
C 1.8507 -2.2216 1.7131 -0.34 0.04 0.12
O 0.4730 -2.3988 1.7356 0.04 -0.01 -0.06
C 0.0160 -3.1819 2.8302 -0.05 -0.09 0.16
N 1.6523 -4.2320 -0.1788 0.10 0.13 -0.95
C 1.4005 -4.9567 -1.4603 0.78 -0.86 -0.06
C 0.2306 -5.9549 -1.4479 -0.11 0.74 0.33
C -0.9225 -5.6635 -0.4708 -0.05 0.22 -0.34
C -1.4964 -4.2470 -0.4824 -0.33 -0.27 0.21
C -2.7240 -4.1132 0.4301 -0.02 0.00 -0.33
C -4.0160 -4.6104 -0.2161 -0.06 -0.22 0.41
C -5.2513 -4.3940 0.6741 0.03 0.32 -0.37
C -6.5025 -4.0670 -0.1497 0.09 -0.15 0.06
C -6.4629 -2.6431 -0.7377 -0.06 0.04 0.28
C -7.4391 -1.6494 -0.0777 0.04 0.24 -0.15
C -8.2815 -0.8655 -1.0904 0.06 -0.20 0.37
C -9.2378 0.1250 -0.4021 0.45 0.10 -0.48
C -8.7179 1.5802 -0.3672 -0.08 -0.21 0.60
C -8.3270 2.0413 1.0423 0.05 0.02 -0.17
H -1.5523 -2.1046 -3.6695 -0.06 0.00 0.00
H 3.2582 -3.5622 -4.1818 -0.11 0.15 -0.07
H 3.3827 -3.1300 -1.9906 0.03 0.19 -0.21
H 3.1474 -0.7365 -1.0987 -0.15 -0.28 -0.02
H 1.7435 -0.0910 -0.2767 0.00 -0.01 0.07
H 3.9929 -0.6461 1.5821 0.14 0.07 -0.02
H 4.4512 0.4330 0.2852 -0.01 -0.02 0.03
H 2.0715 0.7858 2.1470 -0.12 0.18 -0.08
H 2.3738 1.8163 0.7772 0.13 0.06 -0.02
H 3.5870 1.8080 3.5048 0.09 -0.16 -0.06
H 3.3043 3.1122 2.3927 -0.04 -0.05 0.19
H 5.6730 2.6714 3.0437 0.02 -0.18 0.04
H 5.7184 1.2842 1.9955 -0.11 -0.04 0.00
H 6.1290 4.0316 1.3823 -0.10 0.07 -0.08
H 4.6094 3.6789 0.6004 -0.05 -0.23 -0.08
H 6.0351 1.5564 -0.3623 -0.03 -0.01 0.10
H 7.3687 2.6359 0.1238 0.01 -0.38 -0.06
H 7.7298 4.6012 -0.9295 -0.01 -0.05 0.02
H 7.0744 4.6714 -2.5758 -0.09 -0.07 -0.01
H 8.0715 3.3001 -2.1065 0.06 0.03 0.11
H 2.3874 -3.0859 2.1217 -0.03 -0.03 -0.07
H 2.1440 -1.3382 2.2788 0.09 0.01 -0.05
H 0.5400 -4.1432 2.8696 0.01 0.02 -0.05
H -1.0424 -3.3663 2.6670 0.02 0.06 -0.02
H 0.1509 -2.6612 3.7821 0.01 0.02 -0.04
H 2.3165 -4.7411 0.3979 -0.45 0.05 0.55
H 2.2861 -5.5778 -1.6315 0.04 0.10 -0.02
H 0.6820 -6.8991 -1.1481 -0.23 -0.20 -0.20
H -0.1347 -6.0436 -2.4749 0.01 -0.07 0.04
H -0.5960 -5.9223 0.5402 -0.08 -0.05 -0.01
H -1.7444 -6.3256 -0.7548 0.15 -0.24 0.25
H -0.7511 -3.5196 -0.1612 0.04 0.02 -0.19
H -1.8294 -4.0137 -1.4943 0.18 0.15 0.01
H -2.8585 -3.0516 0.6620 0.01 -0.06 0.21
H -2.5657 -4.6677 1.3623 0.03 0.18 0.08
H -4.1676 -4.0999 -1.1716 0.09 -0.04 -0.03
H -3.9237 -5.6845 -0.4059 -0.04 0.07 -0.28
H -5.0574 -3.5305 1.3215 -0.06 -0.17 0.19
H -5.4257 -5.2742 1.2945 0.05 0.08 0.13
H -7.3767 -4.1806 0.4959 -0.07 0.02 -0.11
H -6.5961 -4.8052 -0.9527 -0.04 -0.03 0.06
H -5.4493 -2.2508 -0.5999 0.01 -0.03 -0.27
H -6.6596 -2.6663 -1.8122 0.04 -0.02 0.01
H -6.8796 -0.9231 0.5218 -0.06 -0.09 0.12
H -8.1243 -2.1650 0.6006 0.06 -0.01 0.01
H -8.8513 -1.5965 -1.6718 0.04 0.09 -0.11
H -7.6072 -0.3287 -1.7650 -0.13 -0.08 -0.16
H -10.1822 0.1038 -0.9470 -0.08 -0.03 0.22
H -9.4043 -0.2427 0.6126 -0.31 0.10 -0.06
H -9.5052 2.2433 -0.7299 0.16 0.05 -0.17
H -7.8411 1.6661 -1.0119 -0.17 0.19 -0.19
H -8.2183 3.1267 1.0883 0.02 -0.02 0.01
H -9.0901 1.7452 1.7644 0.05 0.05 0.04
H -7.3718 1.6050 1.3441 -0.08 -0.07 0.09
C 0.6101 5.2839 4.5278 0.00 0.07 -0.07
N 1.0230 3.9870 3.9253 0.01 -0.08 0.01
O 0.9681 3.8727 2.7158 -0.09 0.05 -0.06
O 1.3903 3.1177 4.6847 -0.03 -0.01 0.02
H 0.3113 5.9500 3.7281 0.00 -0.01 -0.01
H -0.2103 5.0741 5.2070 0.03 -0.01 0.04
H 1.4647 5.6686 5.0761 -0.01 -0.03 0.04
C 2.6863 -9.7956 0.1046 -0.06 -0.10 0.01
N 1.6458 -8.8570 0.6114 0.03 -0.05 0.01
O 0.4864 -9.1323 0.4093 -0.02 0.08 0.00
O 2.0371 -7.8614 1.1973 0.02 0.09 -0.12
H 2.1847 -10.6173 -0.3913 -0.02 0.00 0.01
H 3.3190 -9.2392 -0.5802 0.03 0.02 0.04
H 3.2601 -10.1343 0.9618 0.04 0.05 0.00
C 0.4124 1.9985 -1.5798 -0.03 -0.04 0.08
N -0.2604 2.7284 -2.6899 -0.05 -0.06 0.03
O -1.2054 2.1821 -3.2251 0.00 0.00 -0.05
O 0.1778 3.8175 -2.9767 0.01 0.00 -0.02
H -0.0946 1.0504 -1.4409 -0.03 0.01 -0.04
H 1.4521 1.8644 -1.8658 0.02 0.08 0.00
H 0.3379 2.6222 -0.6928 0.06 0.03 -0.01
C 5.8163 7.0281 -1.4618 -0.02 -0.13 0.09
N 6.3157 8.2240 -0.7385 0.15 -0.04 -0.02
O 6.4561 8.1307 0.4669 0.05 0.07 0.05
O 6.6046 9.1955 -1.4006 -0.07 0.07 0.04
H 5.6583 6.2453 -0.7294 -0.03 -0.04 -0.05
H 4.8991 7.2856 -1.9826 0.05 0.11 -0.02
H 6.6011 6.7657 -2.1631 -0.07 0.01 -0.09
C 10.8236 3.9869 0.4484 0.47 -0.97 -0.07
N 10.1196 3.6345 1.7102 0.34 0.19 -0.41
O 10.7821 3.4554 2.7094 -0.02 -0.03 0.14
O 8.9074 3.5646 1.6596 -0.22 -0.07 0.12
H 11.8869 4.0176 0.6517 0.04 -0.13 0.06
H 10.5740 3.2238 -0.2829 -0.01 -0.13 0.04
H 10.4434 4.9565 0.1354 0.30 -1.15 -0.15
C -11.6926 -4.5696 -0.0339 -0.05 0.02 -0.10
N -10.9850 -3.3618 0.4735 -0.02 -0.05 -0.01
O -11.0602 -2.3449 -0.1817 0.07 0.04 0.06
O -10.3728 -3.4758 1.5163 0.02 -0.01 -0.01
H -12.1881 -4.3049 -0.9598 0.00 0.02 0.01
H -10.9428 -5.3422 -0.1752 0.00 -0.01 0.05
H -12.4024 -4.8685 0.7312 0.03 -0.03 0.03
C 8.8838 2.9024 5.2833 -0.04 0.02 0.05
N 7.5461 2.2613 5.4161 0.07 0.03 -0.04
O 6.5650 2.9457 5.2055 -0.05 0.02 0.05
O 7.5216 1.0866 5.7175 -0.01 -0.02 -0.02
H 8.7367 3.9387 5.0074 -0.01 -0.01 -0.03
H 9.3819 2.8048 6.2433 0.01 -0.05 0.00
H 9.4290 2.3638 4.5156 -0.01 0.01 0.02
C -12.8377 -0.4617 -2.6374 -0.05 0.10 -0.02
N -13.8178 -1.5812 -2.5828 0.04 0.06 0.04
O -14.9437 -1.3787 -2.9774 0.01 0.00 0.00
O -13.4102 -2.6310 -2.1286 -0.10 -0.14 -0.08
H -13.3351 0.4044 -3.0561 -0.02 -0.01 0.00
H -12.5007 -0.2867 -1.6197 0.05 -0.05 0.00
H -12.0071 -0.7894 -3.2550 0.03 -0.03 0.04
C -3.7940 2.7707 -4.9826 0.01 0.05 0.12
N -5.2492 2.6751 -5.2847 0.01 -0.02 -0.01
O -6.0303 2.8637 -4.3757 0.00 0.00 0.01
O -5.5541 2.4060 -6.4273 0.00 0.00 -0.01
H -3.6769 3.0116 -3.9344 -0.02 0.00 0.00
H -3.3501 1.8098 -5.2210 0.01 0.01 -0.05
H -3.3776 3.5454 -5.6187 0.00 -0.03 -0.05
C 9.8256 8.6512 0.2346 -0.07 0.04 -0.07
N 9.6741 7.2597 -0.2818 -0.22 0.70 -0.41
O 9.2862 7.1085 -1.4226 0.06 -0.10 0.33
O 9.9362 6.3516 0.4823 -0.76 1.82 0.41
H 9.5502 9.3391 -0.5554 -0.03 -0.05 -0.04
H 9.1546 8.7351 1.0844 0.01 0.00 0.03
H 10.8577 8.7830 0.5443 0.01 -0.10 0.04
```
Positions in Å, forces in eV/Å.

## Properties
E_HOMO: -11.5 eV
Kohn-Sham gap: 8.5 eV
electronic energy: -115982.4453 eV
energy relative to the best compared isomer or geometry (same formula, charge and spin): 0.0 kcal per mole
2S+1: 1
total charge: +1

Mulliken atomic charge list, values in e, 2 entries: 0.322 -1.543